Entry 1:
The following is a quantum chemistry calculation of a 11-piece molecular cluster, C22H56F2N13O14S2 overall in a non-equilibrium geometry, from the OMol25 dataset.

```
! wB97M-V def2-TZVPD RIJCOSX def2/J DEFGRID3
* xyz -1 1
N 0.7565 0.5364 1.0824
S 0.0449 -0.4803 0.2699
O 0.8516 -1.2493 -0.6742
O -1.3632 -0.2266 0.0599
F 0.1411 -1.5958 1.5239
S 1.0224 1.4455 -0.2882
O -0.1283 2.0116 -0.9505
O 2.2698 1.2275 -1.0088
F 1.5462 2.7572 0.5743
C 1.0308 0.8663 4.5121
O 1.4986 1.1472 5.5710
N 1.0299 1.6559 3.4826
N 0.4676 -0.2493 4.2200
H 1.5197 2.5392 3.4895
H 1.0145 1.1183 2.6277
H 0.1977 -0.2813 3.2472
H 0.4285 -0.9506 4.9458
C 5.7744 1.0603 -1.0845
O 6.2635 0.5132 -0.1339
N 5.0888 2.1180 -0.9835
N 5.7521 0.5889 -2.2854
H 4.9415 2.4368 -0.0366
H 4.6083 2.5696 -1.7485
H 5.1088 1.0178 -2.9351
H 6.3005 -0.1918 -2.6169
C 3.3309 -2.0855 -2.6755
O 4.2271 -2.5617 -3.3764
N 2.0412 -2.0464 -3.0352
N 3.5229 -1.5167 -1.5470
H 1.8379 -2.4068 -3.9565
H 1.3523 -1.6656 -2.4023
H 2.8164 -1.1100 -0.9508
H 4.4519 -1.4868 -1.1518
C -2.0910 3.4473 2.6419
O -3.1974 3.9433 2.7015
N -1.6193 2.6327 1.6768
N -1.3212 3.4678 3.7020
H -2.0776 2.7167 0.7807
H -0.7711 2.0844 1.6896
H -1.6251 3.9123 4.5565
H -0.5526 2.8163 3.6303
C -4.4300 1.7856 -0.1953
O -5.4454 2.4628 -0.0470
N -3.5161 2.1810 -0.9784
N -4.2875 0.5510 0.2181
H -3.7503 3.1120 -1.2922
H -2.7735 1.5698 -1.2869
H -4.9982 0.3725 0.9132
H -3.3106 0.3169 0.3224
C 3.9957 -0.0614 2.1750
O 5.1370 -0.4277 2.2382
N 3.0122 -0.8215 1.9896
N 3.6550 1.1911 2.1427
H 2.0850 -0.4224 2.0202
H 3.1944 -1.8095 1.8858
H 4.3710 1.8883 2.2889
H 2.7139 1.3305 1.8035
C -1.5469 -6.0214 5.2718
C -2.1402 -4.7136 4.7993
C -0.8890 -3.8871 4.4472
O 0.1361 -4.8056 4.7242
C -0.2580 -6.1863 4.5010
H -2.1970 -6.8836 5.1229
H -1.3895 -6.0062 6.3503
H -2.8509 -4.2252 5.4659
H -2.8362 -4.8161 3.9667
H -0.9058 -2.8889 4.8846
H -0.9725 -3.6319 3.3908
H 0.4954 -6.8787 4.8765
H -0.2980 -6.4848 3.4534
C -1.1518 -4.2134 -0.4647
C -2.2399 -4.5164 0.4466
C -3.4909 -4.7948 -0.4068
O -3.1632 -4.1138 -1.5960
C -1.9783 -3.3713 -1.4857
H -0.7274 -5.0950 -0.9449
H -0.4268 -3.5663 0.0290
H -2.4816 -3.6269 1.0284
H -2.0381 -5.3425 1.1286
H -4.4046 -4.6113 0.1585
H -3.4992 -5.8256 -0.7610
H -2.1374 -2.4219 -0.9744
H -1.4572 -3.2235 -2.4316
C 0.4153 4.9799 -3.3339
C 0.4736 5.1543 -1.8136
C 0.5791 6.7331 -1.7193
O -0.2048 7.2483 -2.8493
C 0.0291 6.3558 -3.9130
H -0.4517 4.3672 -3.5808
H 1.3813 4.5825 -3.6454
H 1.3470 4.6043 -1.4635
H -0.4276 4.7704 -1.3354
H 1.5820 7.1411 -1.8453
H 0.1060 7.0484 -0.7894
H 0.7809 6.7605 -4.5905
H -0.7988 6.4373 -4.6174
C -1.3795 0.7563 -5.2936
C -1.2827 0.8435 -3.7777
C -2.3840 -0.0429 -3.2485
O -2.6243 -0.9269 -4.2783
C -1.6764 -0.7662 -5.2718
H -0.4856 1.0023 -5.8668
H -2.1946 1.4327 -5.5512
H -1.2921 1.8391 -3.3341
H -0.3336 0.3948 -3.4845
H -3.2674 0.5764 -3.0930
H -2.0919 -0.4840 -2.2954
H -2.3020 -1.0023 -6.1326
H -0.7923 -1.3994 -5.1978
*
```

LUMO energy	0.31	eV
Kohn-Sham gap	7.4	eV
electronic energy	-3633.1721	Ha

Here are the Löwdin charges for atoms 1 to 99, given in e:
1. N -0.321
2. S 0.493
3. O -0.274
4. O -0.259
5. F -0.214
6. S 0.597
7. O -0.242
8. O -0.243
9. F -0.209
10. C -0.817
11. O 0.074
12. N 0.125
13. N 0.206
14. H 0.139
15. H 0.002
16. H 0.076
17. H 0.127
18. C -0.853
19. O 0.055
20. N 0.170
21. N 0.175
22. H 0.111
23. H 0.112
24. H 0.110
25. H 0.124
26. C -0.765
27. O -0.010
28. N 0.160
29. N 0.185
30. H 0.105
31. H 0.049
32. H 0.056
33. H 0.119
34. C -0.738
35. O 0.033
36. N 0.180
37. N 0.162
38. H 0.068
39. H 0.042
40. H 0.121
41. H 0.049
42. C -0.817
43. O 0.018
44. N 0.177
45. N 0.190
46. H 0.141
47. H 0.073
48. H 0.122
49. H 0.060
50. C -0.832
51. O 0.053
52. N 0.196
53. N 0.188
54. H 0.036
55. H 0.144
56. H 0.132
57. H 0.039
58. C -0.191
59. C -0.167
60. C -0.204
61. O -0.146
62. C -0.150
63. H 0.106
64. H 0.116
65. H 0.105
66. H 0.098
67. H 0.106
68. H 0.095
69. H 0.119
70. H 0.114
71. C -0.165
72. C -0.217
73. C -0.185
74. O -0.125
75. C -0.193
76. H 0.125
77. H 0.092
78. H 0.113
79. H 0.111
80. H 0.116
81. H 0.115
82. H 0.091
83. H 0.126
84. C -0.159
85. C -0.149
86. C -0.140
87. O -0.149
88. C -0.237
89. H 0.097
90. H 0.110
91. H 0.091
92. H 0.101
93. H 0.113
94. H 0.113
95. H 0.102
96. H 0.112
97. C -0.124
98. C -0.198
99. C -0.235

=====

Entry 2:
The following is a quantum chemistry calculation of C22H56N4O10Sr2 as an isolated structure in a non-equilibrium geometry, from the OMol25 dataset.

```
! wB97M-V def2-TZVPD RIJCOSX def2/J DEFGRID3
* xyz 2 1
Sr 2.6845 -4.9441 -2.9740
Sr -2.8356 0.1721 -0.9323
C -0.1788 -3.0831 0.2965
O 0.6090 -3.9704 0.5682
O -0.8304 -2.4622 1.1157
O -0.3490 -2.8252 -0.9331
C 1.2932 3.6239 -4.7491
O 1.3144 3.0096 -3.4509
C 2.0211 3.7169 -2.4081
C 1.8760 3.1001 -0.9801
N 0.5694 3.4657 -0.4168
C 0.6367 3.4460 1.0473
C 1.2253 4.7260 1.6930
O 1.0094 5.8206 0.8248
C 1.5780 7.0174 1.3373
H 0.8731 4.6266 -4.6716
H 0.6934 3.0070 -5.4183
H 2.3451 3.6165 -5.0346
H 1.7684 4.7772 -2.4047
H 3.0900 3.7767 -2.6130
H 2.6964 3.3974 -0.3269
H 1.9416 2.0241 -1.1412
H 0.3545 4.4468 -0.5233
H 1.0525 2.5697 1.5445
H -0.4030 3.4124 1.3729
H 2.2989 4.5935 1.8275
H 0.8430 4.9114 2.6968
H 2.6394 7.1191 1.1109
H 1.5023 7.0577 2.4239
H 1.0040 7.9006 1.0571
C -3.9056 3.3624 -3.4109
O -3.9197 1.9302 -3.4913
C -4.7094 1.4485 -4.5974
C -4.8500 -0.0490 -4.6788
N -5.4347 -0.5874 -3.4510
C -5.7482 -2.0192 -3.4550
C -6.3952 -2.2837 -2.1140
O -5.5425 -1.8185 -1.0094
C -6.0889 -1.9494 0.3368
H -4.8862 3.7026 -3.0780
H -3.8223 3.8285 -4.3927
H -3.1426 3.7872 -2.7586
H -4.2083 1.8312 -5.4866
H -5.6693 1.9579 -4.5129
H -3.8827 -0.4925 -4.9151
H -5.5808 -0.2196 -5.4693
H -6.3621 -0.1881 -3.4750
H -4.8146 -2.5819 -3.4564
H -6.3739 -2.3800 -4.2714
H -6.5529 -3.3592 -2.0329
H -7.3608 -1.8049 -1.9514
H -6.2262 -3.0154 0.5178
H -7.0137 -1.3806 0.4340
H -5.3526 -1.5887 1.0550
C 1.7432 -7.1943 5.4410
O 2.4575 -6.2117 4.7817
H 0.7279 -6.8656 5.6630
H 1.6595 -8.0654 4.7913
H 2.2790 -7.4932 6.3420
H 1.9693 -5.9511 3.9972
C 6.9495 -1.5556 -5.9968
C 6.1389 -2.1103 -4.8620
C 6.3688 -1.4432 -3.5420
O 5.5145 -2.0877 -2.5051
C 5.7791 -1.5861 -1.1939
N 4.7082 -2.1519 -5.1859
H 7.2989 -0.5258 -5.9217
H 6.4486 -1.5000 -6.9632
H 7.8127 -2.2157 -6.0826
H 6.4310 -3.1536 -4.7418
H 6.2127 -0.3659 -3.5996
H 7.4196 -1.6167 -3.3100
H 5.7678 -0.4972 -1.1452
H 6.7898 -1.8109 -0.8533
H 5.0473 -1.9213 -0.4589
H 4.5866 -2.5763 -6.0943
H 4.5338 -1.1911 -5.4436
C 0.4023 -1.7783 8.1906
C -0.5194 -1.4465 6.9680
C -1.5646 -0.2657 7.1900
O -2.5135 -0.6207 8.1938
C -3.6017 0.2746 8.3593
N 0.4193 -1.2221 5.8780
H 0.9365 -0.9163 8.5900
H 1.2363 -2.4308 7.9325
H -0.1643 -2.2053 9.0182
H -1.1135 -2.3204 6.7008
H -1.9930 -0.2204 6.1887
H -1.1239 0.7108 7.3911
H -3.1172 1.2375 8.5211
H -4.2201 -0.0047 9.2123
H -4.1799 0.3292 7.4369
H -0.1296 -1.2669 5.0314
H 1.1224 -1.9438 5.8075
*
```

LUMO energy	-7.01	eV
energy relative to the best compared isomer or geometry (same formula, charge and spin)	290.2	kcal per mole
Kohn-Sham gap	2.9	eV
electronic energy	-1903.8117	Ha

What are the Löwdin partial charges on each atom? They are as follows, in elementary charge units:
1. Sr 1.467
2. Sr 1.666
3. C -1.161
4. O -0.046
5. O -0.041
6. O -0.136
7. C -0.087
8. O -0.225
9. C -0.202
10. C -0.181
11. N -0.068
12. C -0.215
13. C -0.219
14. O -0.206
15. C -0.089
16. H 0.086
17. H 0.083
18. H 0.087
19. H 0.117
20. H 0.113
21. H 0.118
22. H 0.113
23. H 0.083
24. H 0.122
25. H 0.094
26. H 0.116
27. H 0.124
28. H 0.094
29. H 0.085
30. H 0.093
31. C -0.086
32. O -0.268
33. C -0.204
34. C -0.196
35. N -0.079
36. C -0.192
37. C -0.183
38. O -0.283
39. C -0.061
40. H 0.094
41. H 0.095
42. H 0.092
43. H 0.133
44. H 0.131
45. H 0.129
46. H 0.133
47. H 0.117
48. H 0.126
49. H 0.134
50. H 0.130
51. H 0.127
52. H 0.099
53. H 0.094
54. H 0.079
55. C -0.194
56. O -0.118
57. H 0.077
58. H 0.072
59. H 0.085
60. H 0.076
61. C -0.053
62. C -0.472
63. C -0.159
64. O -0.237
65. C -0.112
66. N 0.025
67. H 0.088
68. H 0.083
69. H 0.090
70. H 0.131
71. H 0.133
72. H 0.135
73. H 0.084
74. H 0.089
75. H 0.088
76. H 0.063
77. H 0.077
78. C -0.060
79. C -0.400
80. C -0.184
81. O -0.201
82. C -0.099
83. N 0.010
84. H 0.074
85. H 0.064
86. H 0.072
87. H 0.125
88. H 0.103
89. H 0.120
90. H 0.082
91. H 0.092
92. H 0.079
93. H 0.059
94. H 0.066